C36H41N8O5S2Yb | ωB97M-V/def2-TZVPD

Positions of all 93 atoms, in Å:
H: 2.5252 0.7013 -0.8122
H: -1.1647 3.0434 2.8215
N: -1.8602 0.9723 -1.2107
H: -3.4254 1.1050 -6.2660
H: -0.8991 8.3528 1.6341
C: -0.8690 -3.0044 2.4774
C: 4.0104 -1.1050 -5.3556
H: -2.4068 3.1187 -5.2472
C: -0.9477 7.7158 3.6822
N: -1.1847 3.8352 2.1770
C: 0.4074 -2.3858 2.5127
C: -4.3743 -1.9833 -0.7542
C: 1.7302 -0.4292 2.2901
H: -3.9963 -2.9002 1.7783
S: 0.2698 -0.5679 -3.0363
C: -3.2638 -0.0554 -4.4702
C: 2.4113 0.2672 1.2753
C: -1.0111 6.6269 4.5400
O: -5.6917 -2.0699 -0.8462
H: 3.1138 1.1506 4.9500
C: 1.3775 -0.7969 4.8234
H: 1.1363 -0.2780 -0.3576
C: -2.5367 2.2198 -4.6575
H: 3.8471 1.7606 0.7869
C: -2.2632 1.0485 -2.5718
Yb: -1.1285 -1.0577 0.1335
H: -6.1010 -1.2884 -0.4489
O: -3.7919 -1.0573 -0.2457
H: 0.4110 -1.2242 4.5590
H: -1.0175 6.7874 5.6103
H: 5.0236 -1.2204 -5.7389
H: -1.6397 3.0668 -2.8988
H: 3.3159 -1.1011 -6.1981
H: -1.0392 6.0476 0.7258
H: -1.5965 -4.8745 -1.4206
N: -1.7227 2.1287 -0.7181
C: 3.6580 -2.2525 -4.4235
S: -1.5144 1.0085 1.7960
H: 2.6976 -2.1827 0.2079
H: -1.6589 -3.9175 -2.9236
H: -3.9887 -4.0790 -0.8592
C: 2.2015 -0.1121 -0.1619
C: -2.1150 2.2054 -3.3422
H: 1.1585 -2.9001 3.1129
N: -1.3640 3.5593 0.9183
C: -1.0796 5.3403 4.0367
C: 0.0013 -3.4418 -1.6182
C: 2.9360 0.8910 3.9120
H: 4.0140 1.0599 -5.2512
H: 4.4108 -2.3420 -3.6320
C: 3.3381 1.2448 1.5934
C: -3.1101 1.0915 -5.2308
C: 2.9845 -1.3878 -0.4795
H: 2.7879 -1.7458 -1.4879
N: 2.5466 0.2660 -4.0102
H: -0.9025 8.7189 4.0855
C: 2.2951 -1.8789 5.4072
H: 1.8507 -2.8030 -3.4021
C: 2.0153 -0.1171 3.6337
N: -1.9311 -2.4628 1.7759
H: 1.8658 -2.3183 6.3088
C: -1.5052 2.2891 0.6042
H: 3.2648 -1.4466 5.6566
H: 4.6398 0.2573 -3.8067
H: -3.9439 -3.2387 -2.4243
C: -1.0954 5.1358 2.6572
C: -0.9533 7.5088 2.3094
O: 0.1645 -2.6269 -0.6626
N: 2.3420 -2.0259 -3.8475
H: 2.0875 1.1489 -3.8692
H: 1.2001 -0.0459 5.5958
O: 0.8506 -3.9355 -2.3542
N: 0.6610 -1.2648 1.9221
C: 1.8265 -0.8156 -3.6513
C: -3.0174 -3.1446 2.1675
C: 3.5965 1.5790 2.9131
C: 3.8778 0.2030 -4.5922
H: 4.0543 -1.1992 -0.3666
O: -2.2978 -2.9290 -1.2039
H: 3.6366 -3.1954 -4.9695
H: -3.6840 -0.9468 -4.9189
C: -3.6658 -3.1637 -1.3666
H: 2.4723 -2.6769 4.6842
C: -1.3225 -4.0471 3.2954
H: 4.2885 2.3749 3.1559
C: -2.8522 -0.0741 -3.1494
H: -3.3904 -4.7953 3.5946
H: -1.1334 4.4847 4.6999
H: -2.9500 -0.9704 -2.5542
C: -1.4568 -3.8778 -1.8511
C: -1.0288 6.2283 1.7912
C: -2.6985 -4.1319 3.1014
H: -0.7131 -4.6511 3.9508

The largest force on an atom is 1.19 eV Å⁻¹. The orbital gap (alpha / beta) is 0.2369 / 0.2366 hartree. Its multiplicity is 2. The calculation puts the HOMO energy (alpha / beta) at -7.000 / -6.999 eV.

Now the Mulliken charges, all in e: number 1, H, carries 0.9134; number 2, H, carries 0.1241; number 3, N, carries 0.9564; number 4, H, carries 0.3971; number 5, H, carries 0.3562; number 6, C, carries 0.1540; number 7, C, carries -0.6998; number 8, H, carries 0.3851; number 9, C, carries -0.5175; number 10, N, carries 0.4651; number 11, C, carries -0.4563; number 12, C, carries 0.4378; number 13, C, carries -0.5914; number 14, H, carries 0.5964; number 15, S, carries 0.2829; number 16, C, carries -0.7741; number 17, C, carries 0.0583; number 18, C, carries -0.5017; number 19, O, carries -0.5249; number 20, H, carries 0.4595; number 21, C, carries -0.8757; number 22, H, carries -1.5634; number 23, C, carries -0.6453; number 24, H, carries 0.4430; number 25, C, carries -0.5047; number 26, Yb, carries -0.0036; number 27, H, carries 0.4331; number 28, O, carries -0.4073; number 29, H, carries 0.2960; number 30, H, carries 0.3507; number 31, H, carries 0.3648; number 32, H, carries 0.4947; number 33, H, carries 0.2987; number 34, H, carries 0.4016; number 35, H, carries 0.3293; number 36, N, carries -0.6998; number 37, C, carries -0.6118; number 38, S, carries -0.6656; number 39, H, carries 0.2410; number 40, H, carries 0.2669; number 41, H, carries 0.4547; number 42, C, carries 1.6608; number 43, C, carries -0.7257; number 44, H, carries 0.4064; number 45, N, carries -0.5291; number 46, C, carries -0.4746; number 47, C, carries 0.2381; number 48, C, carries -0.6434; number 49, H, carries 0.3899; number 50, H, carries 0.3123; number 51, C, carries -0.6089; number 52, C, carries -0.5936; number 53, C, carries -0.8072; number 54, H, carries -0.1601; number 55, N, carries -0.0127; number 56, H, carries 0.3671; number 57, C, carries -1.2606; number 58, H, carries 0.2198; number 59, C, carries 1.0563; number 60, N, carries 0.3971; number 61, H, carries 0.3763; number 62, C, carries 0.3136; number 63, H, carries 0.3888; number 64, H, carries 0.2834; number 65, H, carries 0.4036; number 66, C, carries 0.5491; number 67, C, carries -0.5239; number 68, O, carries 0.1705; number 69, N, carries 0.1527; number 70, H, carries 0.2419; number 71, H, carries 0.5714; number 72, O, carries -0.9381; number 73, N, carries 0.7160; number 74, C, carries -0.7466; number 75, C, carries -0.3881; number 76, C, carries -1.1327; number 77, C, carries -0.6323; number 78, H, carries 0.4449; number 79, O, carries 0.2361; number 80, H, carries 0.3895; number 81, H, carries 0.3853; number 82, C, carries -0.8709; number 83, H, carries 0.3048; number 84, C, carries -0.8917; number 85, H, carries 0.4063; number 86, C, carries 0.3801; number 87, H, carries 0.4380; number 88, H, carries 0.3672; number 89, H, carries 0.8232; number 90, C, carries -0.4458; number 91, C, carries -0.3083; number 92, C, carries -1.1121; number 93, H, carries 0.4980